Below is C20H47FInN2O as an isolated structure, with properties calculated with wB97M-V/def2-TZVPD.

Its net charge is -1. The highest occupied orbital energy is -0.1569 hartree. The value obtained for the gap between HOMO and LUMO is 6.789 eV.

Element x y z (Å)
1 C 4.133999 3.597321 -3.666601
2 C 2.839875 2.847983 -3.951441
3 N 2.658815 1.627598 -3.139334
4 C 3.140076 1.709225 -1.747178
5 C 2.962125 0.412110 -0.967905
6 In 3.867341 -1.449341 -1.813577
7 N 5.502584 -2.043059 -0.565822
8 C 4.640394 -1.292081 -3.891891
9 C 5.850293 -0.409095 -4.132926
10 F 5.514320 0.748451 -4.895781
11 C 1.337669 1.183761 -3.265064
12 C 0.964349 0.660813 -4.636358
13 O 0.534741 1.213244 -2.357888
14 H 4.219070 4.430372 -4.370964
15 H 4.158235 4.010403 -2.657102
16 H 4.992611 2.936418 -3.807626
17 H 1.989184 3.535853 -3.808810
18 H 2.847692 2.545271 -5.003721
19 H 2.678223 2.570652 -1.227804
20 H 4.209170 1.921879 -1.836806
21 H 3.445910 0.559821 0.007684
22 H 1.904151 0.244987 -0.758537
23 H 2.644564 -2.762734 -1.785285
24 H 5.227196 -2.869521 -0.041660
25 H 5.712835 -1.341988 0.140688
26 H 4.885900 -2.313922 -4.204217
27 H 3.830027 -0.948004 -4.543801
28 H 6.640434 -0.910682 -4.704389
29 H 6.304032 -0.015126 -3.216202
30 H 1.828537 0.218018 -5.131927
31 H 0.158178 -0.064437 -4.528044
32 H 0.596590 1.488037 -5.253283
33 C -0.913685 -0.123885 0.373027
34 C -0.520657 -1.595955 0.311645
35 C -1.274780 -2.375282 -0.763403
36 C -2.795669 -2.390760 -0.587472
37 C -3.280181 -2.928963 0.758359
38 C -2.870330 -4.374197 1.019893
39 H -1.966618 0.002365 0.642151
40 H -0.316237 0.401352 1.121067
41 H -0.741511 0.358715 -0.589004
42 H -0.675312 -2.063079 1.291150
43 H 0.549114 -1.673732 0.104360
44 H -0.893508 -3.399464 -0.796137
45 H -1.041237 -1.938613 -1.738629
46 H -3.235978 -2.993237 -1.389952
47 H -3.187419 -1.378675 -0.721180
48 H -4.371096 -2.850341 0.796742
49 H -2.903415 -2.293035 1.565299
50 H -3.245014 -5.032510 0.232042
51 H -3.265179 -4.733438 1.972138
52 H -1.785371 -4.481730 1.051526
53 C -5.892479 1.023279 5.530598
54 C -4.697655 1.970245 5.496257
55 C -4.131979 2.188178 4.093418
56 C -3.611750 0.922728 3.409173
57 C -2.524566 0.172784 4.174298
58 C -1.254968 0.989776 4.390382
59 H -5.622705 0.023924 5.186115
60 H -6.291884 0.925224 6.541291
61 H -6.696404 1.389221 4.887350
62 H -3.913051 1.589784 6.156537
63 H -4.994194 2.939024 5.907995
64 H -3.331012 2.930463 4.145676
65 H -4.909879 2.629707 3.461785
66 H -3.219245 1.196546 2.425354
67 H -4.445537 0.240645 3.218556
68 H -2.272152 -0.730038 3.611386
69 H -2.905646 -0.169662 5.141605
70 H -0.840188 1.318098 3.435416
71 H -0.492716 0.395598 4.896143
72 H -1.437025 1.876710 5.000614

Cartesian forces (eV/Å) of the 3 atoms listed first:
C 0.060 -0.092 -0.102
C 0.262 -0.175 -0.254
N -0.329 0.232 0.458